Record 1
Formula: C53H31N11O2SW
Source: the Open Molecules 2025 dataset
Level of theory: ωB97M-V/def2-TZVPD

Values from the calculation:
**Multiplicity**: 3
**LUMO level (alpha / beta)**: -0.82 / -1.72 eV
**Molecular weight**: 1069.813 u
**Gap between HOMO and LUMO (alpha / beta)**: 5.8 / 5.0 eV
**Energy relative to the best compared isomer or geometry (same formula, charge and spin)**: 0.0 kJ/mol
**Net charge**: 0
**F_max**: 2.3 eV/A

XYZ file:
```
99
Properties=species:S:1:pos:R:3:forces:R:3:mulliken_spin:R:1
N -0.8149 0.8721 -1.7874 0.025 -0.218 0.141 0.0533
C 0.3709 1.3321 4.2738 0.037 0.050 -0.150 0.0277
N -3.1262 0.1703 -1.8635 -0.243 -0.104 0.139 0.0122
H -2.6487 -7.3533 -1.4479 0.017 0.024 -0.002 0.0005
H -2.5312 0.5163 5.8309 0.031 0.007 0.017 0.0023
C -6.0101 0.3083 -0.7198 -0.033 -0.022 -0.024 0.0316
O 0.6779 1.4515 0.2644 1.358 1.798 -0.381 0.0728
H 1.6190 4.5713 2.2408 -0.005 0.021 -0.019 -0.0010
C -1.4857 0.7705 5.7092 -0.089 -0.011 0.063 0.0312
C -7.1446 0.4557 0.0511 0.024 -0.013 0.023 0.0286
H 1.3747 1.2535 7.4750 0.000 -0.009 -0.025 0.0010
H -8.1191 0.4059 -0.4167 -0.011 0.002 0.008 0.0023
N 1.2081 -1.1304 -0.1506 -0.689 0.299 0.168 0.0012
N -0.3773 -1.4664 2.0805 -1.024 -0.103 -0.425 0.0076
H -4.3467 -3.8278 1.8563 0.035 -0.001 0.013 -0.0006
H 0.8095 -5.0271 -0.4179 -0.031 -0.024 -0.011 0.0000
N -2.8356 0.7336 2.8934 -0.252 -0.125 0.023 -0.0173
S 0.6282 -2.7695 4.0380 0.136 -0.078 0.142 0.0019
H -3.9399 -5.2692 -1.7784 0.017 0.010 0.007 -0.0001
H -0.2720 -7.2365 -0.7816 0.010 0.013 0.013 -0.0001
C -1.5723 0.9517 3.1113 0.044 0.114 0.100 0.0863
C -0.5880 0.9905 -4.1301 0.117 -0.007 0.140 0.0230
H 1.5291 4.7845 -2.7176 -0.006 0.018 0.025 -0.0002
C 3.2525 0.0152 0.7056 -0.044 -0.026 0.014 0.0047
N 0.9081 -2.4513 -0.4330 0.369 0.010 -0.013 -0.0097
H 2.8376 -2.0191 0.7338 -0.049 -0.030 0.019 0.0020
C -5.8431 0.7482 2.0827 -0.015 -0.046 0.039 0.0551
C -0.8384 -6.3241 -0.9178 -0.018 -0.001 -0.009 -0.0036
C 0.5895 1.5059 2.8168 -0.395 0.100 0.191 -0.0343
H -6.0600 0.1433 -1.7887 -0.009 0.024 0.032 0.0050
C -0.9339 -3.2589 3.4869 -0.018 0.026 0.008 0.0058
H -2.8003 -0.2811 -6.9808 -0.001 0.019 0.010 -0.0003
H 1.3633 6.8744 -1.3793 0.007 -0.020 0.014 -0.0001
N 2.6221 1.3086 -1.2250 0.388 -0.160 -0.051 0.0023
C 1.4607 5.9187 -0.8794 0.021 -0.028 -0.033 -0.0007
C 4.4205 -0.2576 1.5298 -0.093 -0.082 -0.113 -0.0005
C -0.6192 0.8606 6.7916 0.012 -0.005 -0.041 -0.0147
C 1.8605 2.2180 -1.6660 -0.106 0.270 -0.037 -0.0067
C -1.9633 0.4315 -2.3904 0.072 0.241 -0.072 0.0248
C 1.6027 4.6358 1.1598 0.003 0.049 -0.019 0.0000
C -4.6949 0.5899 1.3065 0.031 0.096 0.083 0.0215
C 3.0273 1.4192 0.1858 -0.087 0.057 0.242 -0.0019
H -2.9101 -2.0196 1.0228 -0.005 -0.020 -0.011 0.0370
C -3.3796 -3.6605 2.3141 -0.029 -0.009 0.024 0.0060
C 2.4546 -1.0481 0.4289 0.055 0.086 0.060 -0.0144
H 0.8141 1.6208 -5.6247 -0.025 -0.018 -0.005 0.0001
C -2.5836 -2.6415 1.8416 -0.024 0.066 -0.020 -0.0012
H -1.4134 -4.9118 4.7936 -0.002 0.017 -0.035 0.0000
C 0.6541 -1.5519 2.8429 0.546 0.104 0.266 0.0093
C -3.2988 0.6397 1.6395 -0.057 -0.165 0.089 0.2094
C 1.4945 5.8635 0.5053 -0.015 -0.066 0.033 -0.0003
C 4.2319 2.3062 0.3779 0.002 -0.083 -0.028 0.0019
H 6.2161 0.4210 2.3968 -0.004 0.028 -0.019 -0.0002
H 4.2249 3.2541 -0.1454 -0.039 -0.010 0.029 -0.0002
C -0.9573 -3.9223 -0.8906 -0.089 0.088 -0.091 -0.0043
C -2.2943 -3.9891 -1.2740 -0.001 -0.023 -0.029 0.0091
N -0.6338 1.1909 2.1684 0.360 -0.266 -0.124 0.0765
H -3.5868 -0.5080 -4.6173 0.034 0.011 -0.024 0.0027
C 0.7259 1.1896 6.6105 -0.027 0.004 -0.021 0.0209
N -2.5674 0.4735 0.4810 0.184 0.039 0.084 -0.0272
C -2.9635 -4.4837 3.3695 -0.022 0.010 -0.034 -0.0001
H 2.2807 1.6885 5.1827 -0.043 0.002 0.019 -0.0002
C -4.7778 0.3785 -0.0722 0.008 0.021 -0.115 0.0414
C -0.2292 -5.0970 -0.7154 0.027 -0.003 -0.004 0.0057
H -0.9866 0.6704 7.7921 -0.005 0.008 -0.018 -0.0004
C 5.3614 0.6589 1.7772 0.074 0.221 -0.021 0.0022
C 1.5504 4.7514 -1.6351 -0.004 0.000 -0.039 0.0015
O -1.1439 -1.5519 -0.5342 -0.276 -0.369 -0.190 -0.0399
C -0.3395 -2.6094 -0.6333 -0.111 -0.135 -0.060 0.0451
C -1.7406 -4.2887 3.9709 0.054 0.027 0.011 0.0008
H -3.6081 -5.2806 3.7177 0.001 0.028 -0.017 0.0000
N 1.6896 1.8933 2.3195 0.450 0.096 -0.204 0.0852
H -7.9735 0.7962 2.0105 0.000 -0.011 -0.016 0.0020
H -0.6458 0.7866 -7.4769 0.004 -0.009 0.022 0.0010
C 0.0592 1.3285 -2.8386 -0.360 0.026 -0.031 -0.0175
C -1.8004 0.4066 -3.8532 -0.159 -0.076 0.108 0.0008
C -2.9006 -5.2219 -1.4768 0.038 0.042 0.007 -0.0022
H -5.7684 0.9212 3.1486 -0.004 -0.004 -0.028 0.0040
C -0.1424 1.1544 -5.4259 0.075 0.035 -0.102 -0.0118
C -3.4270 0.3240 -0.5680 -0.110 -0.046 -0.247 0.2271
H 1.4243 6.7767 1.0823 0.004 -0.011 0.001 0.0000
H 4.5188 -1.2593 1.9371 -0.034 0.020 -0.020 0.0005
C -0.9617 0.6860 -6.4461 0.021 0.036 0.031 0.0174
C 5.2721 1.9655 1.1355 0.108 -0.102 0.078 -0.0015
C 1.7592 2.0699 0.9052 0.056 -0.214 -0.178 -0.0244
C -7.0611 0.6762 1.4403 0.001 0.000 -0.029 0.0160
H -2.8479 -3.0677 -1.4134 -0.006 -0.042 -0.002 -0.0022
C -2.1896 0.0841 -6.1649 -0.010 -0.022 0.050 -0.0125
H 6.1003 2.6573 1.2396 -0.009 -0.029 0.008 -0.0001
C 1.6742 3.5358 -0.9870 -0.047 0.023 -0.102 0.0039
W -0.5019 0.1146 0.2479 -0.210 -1.544 0.663 0.8720
H 1.5143 -0.9016 2.7424 -0.023 -0.038 -0.010 -0.0095
C 1.6921 3.4880 0.4044 -0.144 0.103 0.153 0.0126
C -0.9625 1.0107 4.4519 -0.194 -0.039 -0.045 0.0089
C -2.1755 -6.3910 -1.2952 0.006 0.022 0.007 0.0065
C 1.2390 1.4361 5.3422 0.144 0.035 0.046 -0.0114
C -1.3323 -2.4384 2.4289 0.008 0.031 -0.020 -0.0367
N 1.1377 1.9850 -2.8298 0.416 0.003 -0.076 0.0495
C -2.6325 -0.0555 -4.8563 -0.122 -0.007 -0.021 0.0281
```
Positions in Å, forces in eV/Å.

***

Record 2
Formula: C3H7N2O2
Source: the Open Molecules 2025 dataset
Level of theory: ωB97M-V/def2-TZVPD

Values from the calculation:
**Multiplicity**: 1
**LUMO level**: -4.07 eV
**Molecular weight**: 103.101 u
**Gap between HOMO and LUMO**: 10.0 eV
**Energy relative to the best compared isomer or geometry (same formula, charge and spin)**: 99.0 kJ/mol
**Net charge**: +1
**F_max**: 3.7 eV/A

XYZ file:
```
14
Properties=species:S:1:pos:R:3:forces:R:3:lowdin_charge:R:1
H -0.9073 1.0642 -1.4655 0.629 -0.443 -2.099 0.1355
C 3.0060 0.2108 0.1275 -0.188 -0.900 2.173 -0.0548
C 0.7906 -0.8252 -0.3246 2.107 0.661 1.921 -0.3496
H 3.0691 1.0701 0.8350 0.801 -0.906 -0.483 0.1022
H 3.5392 -0.7553 0.4253 -0.110 1.825 -0.254 0.1269
H 3.2282 0.5169 -0.8506 0.736 0.401 -1.249 0.0655
N 1.6163 -0.1344 0.1765 -0.954 -0.094 -0.861 0.0808
O -1.2294 1.0120 -0.5950 -1.488 1.020 3.189 0.1840
H -2.8483 0.9163 1.5031 0.642 -2.671 -1.944 0.2220
N -2.7292 0.0263 0.8405 -0.980 0.519 0.996 0.2064
C -2.0185 0.0457 -0.2735 -0.749 0.476 1.135 -0.1956
H -3.3364 -0.8656 1.0754 1.749 2.573 -0.756 0.2119
O -0.1157 -1.5181 -0.5341 -1.736 -1.371 -1.162 0.1253
H -2.0647 -0.7638 -0.9400 -0.459 -1.089 -0.606 0.1395
```
Positions in Å, forces in eV/Å.